1.
Density functional theory data (ωB97M-V/def2-TZVPD) for BrH2OZn2 as an isolated structure in a non-equilibrium geometry.

```
6
Properties=species:S:1:pos:R:3:forces:R:3:mulliken_charge:R:1
Zn -18.615090 21.484170 -7.027816 -0.693 -0.198 0.683 1.264
Zn -20.732326 22.299340 -3.059610 -0.573 0.245 -0.401 1.058
Br -20.456273 21.124759 -5.329782 0.944 0.173 -0.422 0.196
O -22.408866 23.235922 -3.412382 0.309 -0.297 -0.331 -0.286
H -23.015110 23.898596 -3.017602 0.264 -0.044 0.434 0.365
H -22.760545 23.042253 -4.299348 -0.252 0.121 0.037 0.404
```
Positions in Å, forces in eV/Å.

Results
LUMO energy   -0.634 hartree
E_tot   -168921.9113 eV
Net charge   +3
Largest force on an atom   1.05 eV/Å
Frontier orbital gap   7.97 eV
2S+1   1

=====

2.
Density functional theory data (ωB97M-V/def2-TZVPD) for a single C6H10O molecule.

```
17
Properties=species:S:1:pos:R:3:forces:R:3:mulliken_charge:R:1
C 1.449265 -0.610864 1.427712 0.023 0.065 0.014 -1.403
C 0.385064 -1.219160 0.542576 0.067 -0.098 0.043 0.193
C -1.055491 -0.806635 0.671737 -0.154 -0.017 0.101 -0.784
C -0.286493 -0.459466 -0.571990 0.022 -0.002 -0.149 0.084
C 0.061010 0.973100 -0.888186 -0.024 -0.041 0.063 -0.629
C -0.974861 1.677718 -1.732389 -0.204 -0.132 -0.106 -0.040
O -1.971355 1.162547 -2.176967 0.395 0.215 0.180 -0.469
H 1.517471 -1.156580 2.375450 -0.016 0.073 -0.134 0.379
H 1.233653 0.435123 1.672310 0.016 -0.161 -0.050 0.277
H 2.435348 -0.648068 0.950630 -0.125 0.015 0.057 0.315
H 0.547298 -2.274502 0.331345 -0.033 0.152 0.019 0.354
H -1.830574 -1.564358 0.607046 0.121 0.132 0.002 0.257
H -1.279017 0.003828 1.363632 0.060 -0.110 -0.117 0.250
H -0.537876 -1.045052 -1.453074 0.029 0.095 0.130 0.342
H 1.014545 1.046923 -1.434306 -0.105 0.026 0.067 0.315
H 0.195915 1.576329 0.020600 -0.002 -0.076 -0.128 0.217
H -0.749591 2.748425 -1.941543 -0.069 -0.137 0.007 0.342
```
Positions in Å, forces in eV/Å.

Results
LUMO energy   0.038 hartree
E_tot   -8430.5533 eV
Largest force on an atom   0.48 eV/Å
Frontier orbital gap   10.76 eV
SMILES   C[C@H]1C[C@H]1CC=O
2S+1   1

=====

3.
Density functional theory data (ωB97M-V/def2-TZVPD) for a 2-piece molecular cluster, C3H5NO overall in a non-equilibrium geometry.

```
10
Properties=species:S:1:pos:R:3:forces:R:3:mulliken_charge:R:1
C 1.649042 -1.064096 0.479861 -0.658 2.291 -0.923 0.197
C -1.099448 0.043129 -0.765671 -0.802 1.507 0.249 -0.331
C -0.526737 0.933527 0.294882 1.748 -0.033 -1.326 -0.254
N -0.631574 -0.491737 0.444188 2.018 -1.698 1.756 -0.449
O 2.287920 -0.095430 0.187024 -1.095 -3.130 1.034 -0.333
H 1.861297 -2.140351 0.854042 0.022 1.532 -0.468 0.273
H -2.161077 0.128579 -0.827001 -0.923 -0.439 -0.025 0.237
H -0.707194 -0.165999 -1.719836 1.144 -0.033 -0.877 0.233
H 0.495486 1.370851 0.105833 -1.081 -0.513 0.340 0.184
H -1.167713 1.481524 0.946680 -0.374 0.516 0.240 0.244
```
Positions in Å, forces in eV/Å.

Results
LUMO energy (spin up / spin down)   0.002 / 0.011 hartree
E_tot   -6724.5974 eV
Largest force on an atom   3.47 eV/Å
Frontier orbital gap (spin up / spin down)   8.12 / 9.18 eV
2S+1   1

=====

4.
Density functional theory data (ωB97M-V/def2-TZVPD) for a 2-piece molecular cluster, CH4NOP overall in a non-equilibrium geometry.

```
8
Properties=species:S:1:pos:R:3:forces:R:3:mulliken_spin:R:1
C 1.133861 -0.810407 0.016832 2.049 7.012 0.644 0.930
N 0.745608 -1.854072 0.380345 -1.152 -4.345 0.414 0.367
O 0.353173 -2.908026 0.785114 -0.867 -2.368 0.653 0.615
P -1.525359 1.379140 0.160884 0.355 -0.952 -1.537 0.009
H 1.504176 -0.076256 -0.661399 0.349 -0.560 -1.682 0.070
H -0.760192 0.216609 -0.381039 -0.780 1.005 1.067 0.009
H -1.001104 1.996635 -0.994499 -0.786 0.350 -0.586 0.001
H -0.450163 2.056377 0.693762 0.833 -0.142 1.027 -0.001
```
Positions in Å, forces in eV/Å.

Results
LUMO energy (spin up / spin down)   0.035 / -0.097 hartree
⟨S²⟩   2.005
E_tot   -13919.3373 eV
Largest force on an atom   7.33 eV/Å
Frontier orbital gap (spin up / spin down)   6.68 / 7.48 eV
2S+1   3

=====

The highest largest force on an atom belongs to which entry? CH4NOP